# 1
DFT (the ωB97M-V functional and the def2-TZVPD basis) results for a structure of composition C35H52N4O3SSiV.

```
97
C35H52N4O3SSiV, DFT the ωB97M-V functional and the def2-TZVPD basis
V -0.6019 0.0748 0.1390
C -2.1621 3.3656 -0.6905
C -1.3470 2.6060 0.3273
C 0.0547 2.8173 0.3501
C 0.6835 3.7034 -0.6931
C 0.8339 2.2787 1.3763
C 2.2755 2.6690 1.5501
C 0.2482 1.4195 2.3361
C 1.1221 0.8119 3.4036
C -1.1346 1.1972 2.3159
C -1.8265 0.4342 3.4170
C -1.9457 1.8063 1.3141
C -3.4390 1.6384 1.4424
H -1.9004 3.1012 -1.7178
H -1.9644 4.4339 -0.5883
H -3.2291 3.2163 -0.5766
H 0.7102 4.7406 -0.3487
H 0.1254 3.6961 -1.6262
H 1.7041 3.3987 -0.9071
H 2.9468 1.8694 1.2402
H 2.4716 2.8912 2.5989
H 2.5294 3.5506 0.9704
H 1.1195 1.4371 4.3001
H 2.1520 0.7152 3.0699
H 0.7855 -0.1792 3.6924
H -2.4598 -0.3617 3.0248
H -2.4732 1.1131 3.9767
H -1.1288 -0.0088 4.1175
H -3.7967 2.2282 2.2893
H -3.7039 0.5999 1.6324
H -3.9886 1.9456 0.5612
N -0.1413 0.4405 -1.8825
C -0.0775 -0.8664 -2.6001
C 1.1845 -1.6300 -2.2319
C 1.6583 -1.6131 -0.7862
O 2.6339 -2.2508 -0.4664
O 1.0008 -0.8815 0.0979
H -0.7622 1.0703 -2.3846
H 0.7978 0.8563 -1.9216
H -0.0912 -0.6907 -3.6772
H -0.9746 -1.4286 -2.3429
H 2.0348 -1.2490 -2.8025
H 1.0651 -2.6773 -2.5138
C 8.6236 -2.2958 -1.3816
C 7.7161 -1.1127 -1.6834
C 6.2796 -1.4115 -1.2847
N 5.4000 -0.2864 -1.6057
C 4.4265 0.2444 -0.8904
S 3.2685 1.2676 -1.5611
N 4.3395 -0.0574 0.4691
C 5.2962 -0.0236 1.4755
O 5.0673 -0.5864 2.5215
C 6.5428 0.7661 1.2498
C 6.5479 1.9694 0.5518
C 7.7309 2.6801 0.4157
C 8.9064 2.1840 0.9619
C 8.8987 0.9874 1.6674
C 7.7148 0.2860 1.8247
H 9.6519 -2.0807 -1.6660
H 8.3072 -3.1886 -1.9223
H 8.6154 -2.5299 -0.3161
H 7.7552 -0.8725 -2.7502
H 8.0555 -0.2270 -1.1430
H 6.2201 -1.6227 -0.2212
H 5.8984 -2.2937 -1.8066
H 5.4585 0.0726 -2.5502
H 3.4592 -0.4816 0.7443
H 5.6313 2.3660 0.1340
H 7.7343 3.6229 -0.1135
H 9.8290 2.7366 0.8479
H 9.8122 0.6090 2.1049
H 7.6828 -0.6334 2.3937
C -3.1012 -3.4971 1.7819
Si -1.5976 -2.7612 0.9405
C -0.3854 -2.4309 2.3285
C -0.9011 -3.9707 -0.2974
N -1.9267 -1.2253 0.0629
C -3.0714 -1.0773 -0.7741
C -3.2972 0.1264 -1.4503
C -4.4175 0.3238 -2.2392
C -5.3589 -0.6851 -2.3826
C -5.1453 -1.8893 -1.7320
C -4.0224 -2.0849 -0.9405
H -2.7505 -4.0073 2.6810
H -3.6166 -4.2381 1.1724
H -3.8339 -2.7498 2.0912
H 0.2796 -3.2943 2.4024
H -0.9150 -2.3417 3.2771
H 0.2678 -1.5714 2.2026
H -1.0748 -4.9928 0.0444
H 0.1775 -3.8524 -0.4122
H -1.3709 -3.8686 -1.2776
H -2.6024 0.9479 -1.3351
H -4.5556 1.2741 -2.7394
H -6.2385 -0.5353 -2.9920
H -5.8570 -2.6967 -1.8386
H -3.8841 -3.0476 -0.4777
```

LUMO level (alpha / beta), eV: -3.0 / -2.4
Energy relative to the best compared isomer or geometry (same formula, charge and spin), kJ/mol: 36.9
Spin multiplicity: 3
E_HOMO (alpha / beta), hartree: -0.397 / -0.400
Total charge: +1
Kohn-Sham gap (alpha / beta), eV: 7.762 / 8.473
M, Da: 687.9

# 2
DFT (the ωB97M-V functional and the def2-TZVPD basis) results for a structure of composition C35H52OP3SbYb at a distorted geometry.

```
93
C35H52OP3SbYb, DFT the ωB97M-V functional and the def2-TZVPD basis
Yb -2.4155 1.4454 -0.7587
P -1.9235 -1.7078 0.3351
P 1.0147 -0.9929 1.7303
P 1.4832 -1.1028 -1.9703
H -1.4255 5.7835 -4.6200
C -1.5864 4.9467 -5.2853
C -2.5981 4.0623 -5.1840
H -3.3899 4.1421 -4.4500
C -3.5014 -1.1489 1.0606
C -1.7848 -3.3153 1.2649
C -2.5107 -2.4020 -1.2387
C 2.7008 -0.2333 1.8102
C 0.4801 -0.5174 3.4460
C 1.5465 -2.7320 2.1022
C 0.8145 -1.0324 -3.6304
C 1.3767 -2.7878 -1.3720
C 3.1946 -0.5372 -1.9802
H -0.8348 4.7883 -6.0582
H -2.6402 3.2635 -5.9298
H -4.0370 -0.3890 0.4699
H -3.3682 -0.7750 2.0816
H -4.1539 -2.0267 1.1044
H -1.4229 -3.1733 2.2919
H -1.0922 -4.0017 0.7594
H -2.7670 -3.8069 1.3152
H -2.5135 -1.6544 -2.0359
H -3.5179 -2.8043 -1.1313
H -1.8519 -3.2144 -1.5566
H 3.3707 -0.9660 2.2804
H 2.6832 0.6715 2.4355
H 3.0789 0.0186 0.8060
H 0.8192 -1.2877 4.1576
H -0.6204 -0.4321 3.4878
H 0.9432 0.4491 3.7139
H 2.6413 -2.7691 2.1245
H 1.1861 -3.4226 1.3346
H 1.1608 -3.0346 3.0807
H 1.2838 -1.7541 -4.3130
H 0.9616 -0.0390 -4.0577
H -0.2621 -1.2235 -3.6246
H 1.5390 -3.4935 -2.2030
H 0.3958 -3.0313 -0.9291
H 2.1421 -3.0040 -0.6195
H 3.6675 -0.7683 -2.9468
H 3.7388 -0.9952 -1.1393
H 3.1438 0.5555 -1.8352
C -0.2576 2.1380 -2.9844
C 0.6981 3.1775 -3.1521
C 1.3381 3.2761 -4.3801
C 0.9159 2.4868 -5.4791
C -0.2678 1.7355 -5.3644
C -0.9097 1.6329 -4.1470
O -0.4639 1.5615 -1.7986
H 1.0190 0.0087 -1.1910
H 0.9940 3.8022 -2.3011
H 2.1771 3.9671 -4.5255
H 1.4775 2.4914 -6.4241
H -0.6210 1.1632 -6.2438
H -1.8829 1.1243 -4.0467
C -0.8287 7.7294 4.0409
C 0.2133 7.5407 3.1293
C 0.3369 6.3362 2.4203
C -0.6001 5.3373 2.6249
C -1.6538 5.5097 3.5311
C -1.7636 6.7104 4.2301
Sb -0.1306 3.3269 1.7749
C 1.3554 3.0877 3.4716
C 2.7063 3.1151 3.1292
C 3.6871 3.0521 4.1289
C 3.3142 2.9489 5.4645
C 1.9561 2.9419 5.8022
C 0.9772 3.0425 4.8077
C -2.0702 2.4893 2.3499
C -2.1554 1.7740 3.5415
C -3.3728 1.2975 4.0238
C -4.5203 1.5079 3.2622
C -4.4534 2.1780 2.0397
C -3.2446 2.7587 1.6310
H -0.9014 8.6558 4.6068
H 0.9451 8.3271 2.9692
H 1.1888 6.1836 1.7554
H -2.3746 4.7105 3.7258
H -2.5718 6.8379 4.9418
H 3.0082 3.1749 2.0786
H 4.7337 3.0763 3.8516
H 4.0711 2.8780 6.2445
H 1.6494 2.8520 6.8468
H -0.0650 3.0779 5.1049
H -1.2641 1.5807 4.1312
H -3.4152 0.7691 4.9821
H -5.4767 1.1493 3.6400
H -5.3497 2.2647 1.4116
H -3.2576 3.4920 0.8240
```

LUMO level (alpha / beta), eV: -9.2 / -11.2
Spin multiplicity: 2
E_HOMO (alpha / beta), hartree: -0.545 / -0.545
Total charge: +3
Kohn-Sham gap (alpha / beta), eV: 5.670 / 3.591
M, Da: 876.5

# 3
DFT (the ωB97M-V functional and the def2-TZVPD basis) results for a structure of composition C35H52OP4V at a distorted geometry.

```
93
C35H52OP4V, DFT the ωB97M-V functional and the def2-TZVPD basis
V -0.1626 -0.0063 -0.6215
P 0.2652 -1.9454 -1.6315
P 2.2421 0.0034 0.1579
P -2.6845 0.5215 -1.0035
H 2.1361 2.4026 -1.6241
C 1.0754 2.6802 -1.7051
C 0.2946 2.9169 -0.6327
H 0.5844 2.7262 0.4066
C 1.2812 -2.0579 -3.1516
C 1.0873 -3.2373 -0.5974
C -1.2137 -2.9106 -2.1031
C 2.9438 1.4666 1.0134
C 2.8747 -1.2426 1.3447
C 3.4734 -0.2082 -1.1887
C -3.3953 1.7644 0.1279
C -3.8432 -0.8769 -0.8932
C -3.2761 1.2789 -2.5434
H 0.6502 2.7984 -2.7105
H -0.6954 3.3586 -0.7933
H 0.6271 -2.1446 -4.0310
H 1.9218 -2.9389 -3.1202
H 1.9573 -1.1948 -3.2644
H 0.7824 -4.2276 -0.9727
H 0.7749 -3.1694 0.4485
H 2.1761 -3.1423 -0.6638
H -0.8797 -3.8671 -2.5386
H -1.8189 -2.3640 -2.8358
H -1.8139 -3.1243 -1.2143
H 4.0285 1.3067 1.0942
H 2.5302 1.5299 2.0261
H 2.7350 2.3885 0.4640
H 3.9568 -1.3471 1.2054
H 2.4035 -2.2136 1.2192
H 2.6636 -0.9165 2.3675
H 4.4700 -0.0244 -0.7681
H 3.2805 0.5137 -1.9902
H 3.4370 -1.2231 -1.6039
H -4.4237 1.9857 -0.1623
H -2.8068 2.6869 0.0554
H -3.3644 1.4163 1.1634
H -4.7850 -0.5740 -1.3613
H -4.0072 -1.1588 0.1461
H -3.4375 -1.7411 -1.4288
H -4.3691 1.2468 -2.5820
H -2.8362 0.7524 -3.3877
H -2.9564 2.3223 -2.5699
C -0.5044 1.0107 -4.6161
C 0.4176 0.3568 -5.4329
C 0.4209 0.6372 -6.7973
C -0.4981 1.5449 -7.3430
C -1.3752 2.2425 -6.4943
C -1.3821 1.9785 -5.1174
O -0.5816 0.6859 -3.2881
H 0.2426 0.1751 -2.9647
H 1.1110 -0.3668 -5.0050
H 1.1509 0.1414 -7.4318
H -0.5340 1.7373 -8.4280
H -2.0595 3.0049 -6.9038
H -2.0592 2.5185 -4.4586
C -2.4565 3.3674 4.5502
C -1.9173 3.6841 3.2993
C -1.4394 2.6649 2.4725
C -1.4657 1.3332 2.9082
C -1.9137 1.0466 4.2115
C -2.4914 2.0406 4.9957
P -0.7791 -0.0323 1.8581
C 0.3629 -0.5902 3.2183
C 1.1520 0.3999 3.8426
C 2.0507 0.0540 4.8512
C 2.1303 -1.2687 5.2921
C 1.3493 -2.2524 4.6903
C 0.4699 -1.9168 3.6603
C -2.1382 -1.2649 2.0776
C -1.8907 -2.5674 1.6009
C -2.8586 -3.5687 1.6942
C -4.1143 -3.2634 2.2374
C -4.3780 -1.9737 2.6859
C -3.4132 -0.9743 2.5714
H -2.8561 4.1564 5.1862
H -1.8713 4.7225 2.9601
H -1.0764 2.9118 1.4742
H -1.8381 0.0348 4.6052
H -2.9492 1.7760 5.9525
H 1.0272 1.4573 3.5866
H 2.6803 0.8199 5.3051
H 2.7998 -1.5413 6.1042
H 1.4033 -3.2935 5.0050
H -0.1551 -2.6893 3.2206
H -0.9140 -2.8297 1.1754
H -2.6305 -4.5859 1.3471
H -4.8761 -4.0413 2.3057
H -5.3404 -1.7297 3.1224
H -3.6575 0.0278 2.8937
```

LUMO level (alpha / beta), eV: -15.1 / -15.3
Spin multiplicity: 2
E_HOMO (alpha / beta), hartree: -0.670 / -0.667
Total charge: +4
Kohn-Sham gap (alpha / beta), eV: 3.114 / 2.823
M, Da: 663.6